Entry 1:
The following is a quantum chemistry calculation of a molecular structure, C32H58N3O2P2Ru at a distorted geometry, from the OMol25 dataset.

```
98
Properties=species:S:1:pos:R:3:forces:R:3
Ru 0.49814 -0.01453 0.22092 0.259 0.392 -2.480
P -0.75209 -2.08967 0.14978 -1.686 -1.377 0.582
P 0.96335 2.32427 0.60619 -0.156 2.517 1.146
O 1.99382 -0.88529 2.79479 -3.438 2.204 -4.652
O 2.25782 -0.61474 -0.75087 1.400 -0.222 0.867
N -0.86387 0.27470 -1.46565 -1.582 -1.676 0.882
N 4.53094 -1.24006 -0.07640 -2.848 0.636 -1.815
N -1.33056 0.62505 1.24319 -1.990 0.735 1.003
C 1.40264 -0.47989 1.85399 3.869 -2.783 6.308
C -2.29515 -4.01632 1.64803 -0.211 -0.548 -0.338
C 3.44949 -0.98692 -0.94401 2.681 -0.721 1.828
C -0.09113 -4.66594 -0.92662 0.011 -0.154 0.311
C 2.70852 4.33987 1.71843 -0.286 0.257 0.233
C -2.55929 -0.34912 -3.86659 0.343 -0.242 -0.391
C -3.45973 1.51505 -2.45951 0.056 0.238 0.340
C -1.34719 1.72211 2.05571 -0.523 -0.563 -0.286
C 0.21217 -3.95790 2.05934 0.453 0.129 0.208
C -1.32405 3.49861 -0.43840 -0.168 0.105 0.101
C 4.64794 -1.09735 1.37050 1.763 -0.717 0.749
C 5.75807 -1.72089 -0.70396 1.284 -0.454 -1.153
C -1.98423 -3.44794 -2.06137 -0.322 0.135 0.104
C 0.20468 3.59614 -0.60719 -0.456 -0.563 -0.136
C 3.63273 2.83163 -0.11460 0.035 0.124 -0.103
C -4.43048 -0.77697 -2.22433 0.002 -0.241 0.445
C -0.62334 -3.28410 -1.35949 0.648 0.004 -0.195
C 0.41327 -2.71433 -2.35387 0.026 0.057 -0.208
C -2.36547 -1.09954 -0.10733 1.115 0.100 -0.461
C -1.25044 -2.14487 2.92696 -0.051 0.244 0.148
C -2.48633 -0.04803 0.95333 -0.123 1.348 1.174
C -2.02065 -0.25015 -1.40527 0.088 0.524 -0.593
C -1.04655 -3.11725 1.74256 0.091 0.399 0.328
C -2.53484 2.13109 2.67119 -0.246 -0.257 -0.134
C 0.56680 3.11567 -2.03120 0.167 0.217 -0.310
C 0.60837 5.06655 -0.40104 0.241 0.135 0.361
C -3.70508 0.34380 1.53571 0.604 -0.572 -0.506
C 3.27151 1.95914 2.18709 -0.177 -0.154 0.031
C 2.70991 2.91766 1.11970 0.381 -0.553 -0.157
C -0.05142 2.48504 2.19338 0.338 -0.335 -0.112
C -3.12719 0.00596 -2.47457 -0.540 0.280 -0.289
C -3.72423 1.42707 2.41542 0.593 0.313 0.216
H 1.43703 -2.96606 -2.03871 -0.316 0.055 -0.100
H -1.65749 2.45148 -0.46449 -0.036 0.417 -0.053
H 0.45661 5.39563 0.64199 0.029 -0.069 -0.491
H 6.60463 -1.84450 0.01429 -1.051 0.260 -0.380
H -2.56667 2.09825 -2.73142 -0.348 -0.123 0.050
H -4.61789 -0.20919 1.29659 0.295 0.254 0.078
H -1.97557 -5.07537 1.66097 -0.396 0.513 -0.068
H -3.28158 -0.97025 -4.42740 0.380 0.363 0.211
H 0.58547 2.00435 2.96066 -0.375 0.309 -0.111
H -4.26531 1.73584 -3.18396 0.418 -0.207 0.325
H 1.65204 5.27079 -0.68744 -0.457 -0.123 0.077
H -4.27174 -1.86918 -2.21512 -0.095 0.438 -0.082
H 4.19702 2.40481 2.59757 -0.403 -0.327 -0.195
H 0.40148 -3.90120 3.14773 0.038 -0.144 -0.593
H 3.26615 3.42988 -0.96345 0.153 -0.163 0.292
H -2.29309 -1.80241 3.00956 0.401 0.011 -0.081
H 3.66998 -1.15760 -1.99128 0.610 -0.194 -0.153
H 6.10881 -0.99820 -1.46531 -0.211 -0.524 0.235
H 3.84348 -1.56036 1.91571 -0.623 1.003 0.098
H -1.61331 -0.91159 -3.79026 -0.374 0.264 -0.229
H -2.82965 -3.46090 -1.35526 0.274 -0.212 -0.355
H -3.28038 -1.70527 -0.16962 0.440 0.287 -0.291
H -1.80766 4.02970 -1.27886 0.228 -0.189 0.372
H 1.09827 -3.55659 1.54473 0.003 -0.233 0.222
H 3.51744 0.97648 1.75811 -0.148 0.543 0.177
H -1.99202 -4.40533 -2.61556 0.047 0.460 0.269
H -5.15508 -0.55621 -3.02841 0.427 -0.020 0.349
H 2.57418 1.80411 3.02582 0.391 0.156 -0.125
H -4.90136 -0.48751 -1.26808 0.096 -0.065 -0.364
H -1.00021 -2.68537 3.85854 -0.245 0.329 -0.406
H -0.32705 2.69180 -2.52231 0.563 0.098 0.089
H 5.57420 -2.71692 -1.15316 0.225 0.598 0.094
H -0.00838 -5.29539 -1.83190 -0.041 0.345 0.348
H 4.63167 3.21814 0.16050 -0.426 -0.159 -0.111
H 0.35443 -1.62318 -2.45769 -0.046 -0.337 -0.193
H -3.79625 1.83888 -1.45882 0.036 -0.054 -0.366
H -0.03733 5.69630 -1.04203 0.236 -0.397 0.223
H -2.15405 -2.64299 -2.79131 0.013 -0.290 0.289
H 3.54939 4.42376 2.43229 -0.400 -0.046 -0.384
H -4.66057 1.73739 2.89005 0.369 -0.109 -0.202
H 0.91538 -4.59041 -0.48230 -0.428 -0.098 -0.180
H 5.15282 -0.14503 1.64868 -1.378 -0.165 -0.042
H 3.75448 1.78624 -0.44580 -0.042 0.350 0.052
H -2.86653 -3.85618 0.72018 0.020 -0.141 0.392
H 1.37042 2.36220 -2.02762 -0.231 0.196 -0.235
H -0.59192 -1.26642 2.85851 -0.285 -0.273 0.285
H -2.36600 0.57662 -4.43280 -0.008 -0.477 0.109
H -2.97298 -3.86389 2.50646 0.323 -0.026 -0.433
H -0.75723 -5.18752 -0.22190 0.228 0.195 -0.354
H -2.52879 3.00391 3.32969 -0.043 -0.324 -0.245
H 0.09900 -5.01786 1.79683 0.124 0.462 -0.018
H 1.78137 4.53642 2.28387 0.475 0.072 -0.118
H 2.83095 5.12991 0.96531 -0.065 -0.384 0.316
H 0.91944 3.98351 -2.62110 -0.201 -0.541 0.150
H -0.24411 3.52359 2.51262 0.171 -0.421 -0.252
H 0.23307 -3.18014 -3.34130 0.164 0.231 0.433
H -1.66955 3.96973 0.49720 0.099 -0.157 -0.349
H 5.45367 -1.74823 1.77629 -0.252 -0.174 -1.025
```
Forces are in eV/Å.

The frontier orbital gap (spin up / spin down) comes out at 7.2672 / 6.0420 eV. The total energy is -63821.935 eV. The lowest unoccupied orbital energy (spin up / spin down) is -9.065 / -11.864 eV. Its net charge is +3. The spin multiplicity is 5. The strongest force on any atom is 0.154 Eh/bohr. As for the HOMO energy (spin up / spin down): -16.33 / -17.91 eV.

Per-atom Löwdin charges, elementary charge units: 1.0882 1.1662 1.1050 0.1442 -0.1929 0.1613 -0.1217 -0.0393 -0.2050 -0.0460 -0.1680 -0.0740 -0.0622 -0.0187 -0.0323 -0.3095 -0.0835 -0.1008 -0.0407 -0.0315 -0.0548 -0.6385 -0.0672 -0.0344 -0.6143 -0.0981 -0.2507 -0.0894 -0.2916 -0.2805 -0.6297 0.0294 -0.0865 -0.0665 0.0280 -0.1013 -0.6402 -0.2182 -0.5071 0.0294 0.0773 0.0372 0.0885 0.1175 0.0705 0.1375 0.0962 0.1099 0.0896 0.1196 0.0835 0.0819 0.1173 0.0994 0.0835 0.0877 0.1589 0.1130 0.0727 0.0688 0.0675 0.1122 0.1144 0.0645 0.0223 0.1218 0.1180 0.0774 0.0887 0.1121 0.0644 0.1157 0.1174 0.1160 0.0401 0.0919 0.1167 0.0642 0.1079 0.1427 0.0848 0.1242 0.0651 0.0667 0.0569 0.0325 0.1019 0.1042 0.0802 0.1421 0.0876 0.0790 0.0836 0.1082 0.1124 0.1159 0.0957 0.1161

=====

Entry 2:
The following is a quantum chemistry calculation of 12 unconnected molecules or ions with the total composition C6H35N2O11 at a distorted geometry, from the OMol25 dataset.

```
54
Properties=species:S:1:pos:R:3:forces:R:3
O -1.16801 -3.20200 1.69032 0.239 -1.923 -0.094
O -3.85819 -1.60765 1.84711 5.649 -5.312 -1.340
O -3.81318 0.46262 -2.30306 -0.187 2.026 -1.531
O 0.70852 -1.90079 2.66042 3.592 5.259 0.911
O 2.15704 -2.10039 -2.02465 -3.236 -0.504 2.806
O 2.81083 0.38276 -2.48339 -1.139 -1.562 0.023
O 1.91356 0.56756 3.67338 -2.088 -1.646 0.925
O 3.99513 -0.06402 0.79037 -2.387 2.480 1.843
O 3.33555 2.42039 -1.09926 2.337 -1.594 1.865
O -4.37028 -1.19615 -0.50875 -1.914 -2.257 0.117
O -0.63849 -0.01040 2.14476 -1.887 -0.480 0.711
N 0.66622 -0.77574 0.25151 0.953 -3.212 -1.456
N 0.55889 3.08586 -0.61211 0.953 0.311 1.473
C 0.61988 3.14439 0.65242 2.709 1.825 1.038
C -0.42860 2.24412 -1.06021 -2.102 -2.320 -0.952
C -0.68147 -1.73711 -1.43544 -1.307 0.209 -1.596
C -0.36641 -0.37977 -0.73058 -1.909 -1.422 1.754
C -1.70111 2.66791 -0.98266 0.313 2.916 0.894
C 0.03798 0.80818 -1.53902 -1.331 1.398 -1.815
H -1.19994 -4.18255 1.78794 0.208 0.902 -0.085
H -1.93345 3.72227 -0.53999 0.936 -1.886 -0.739
H -1.32469 0.56261 2.49792 -0.160 0.114 0.048
H -1.19829 -2.47621 -0.80393 -0.414 0.902 0.244
H -2.58755 2.34461 -1.45336 -0.279 -1.299 -0.391
H 0.42375 -1.73786 0.73402 0.631 2.612 -0.859
H 2.60328 -2.80083 -2.37018 2.024 -3.054 -1.483
H 3.92663 0.18486 -0.10157 0.451 0.036 -1.657
H 2.76827 2.79762 -1.69204 -2.903 0.990 -2.802
H 1.42872 3.86647 1.17219 -1.968 -1.644 -1.229
H 3.61194 0.72636 -2.18089 2.129 1.067 1.191
H -2.06201 -3.00877 1.44696 -1.047 0.572 -0.091
H -0.34059 0.55608 -2.54919 -0.380 0.649 0.318
H -3.73321 -0.52977 -0.41553 1.297 1.272 -0.189
H 1.58204 -0.88958 -0.22511 -0.644 -0.337 0.098
H 2.10560 -0.36794 3.46805 0.736 1.237 -0.270
H 0.12286 -2.41686 -1.81013 -0.202 1.661 0.034
H -1.30631 -0.02982 -0.12543 1.729 -1.025 -0.984
H 3.55806 3.20992 -0.64131 0.925 0.851 1.274
H 4.49283 -0.79661 1.00129 1.810 -2.438 -0.112
H 1.06650 0.84747 -1.76421 1.185 0.049 0.436
H -1.01291 -0.93608 2.22052 0.449 1.623 -0.100
H 0.46394 -1.39042 3.45667 0.087 -0.424 -0.587
H 0.35611 -2.69869 2.71527 -2.428 -5.546 0.748
H 0.04631 2.48683 1.30928 -0.174 0.257 0.008
H 2.55197 -1.32922 -2.28943 1.688 3.159 -1.333
H 2.53629 1.19959 3.39722 1.648 0.448 -0.748
H 2.77664 0.73306 -3.34595 -0.408 0.456 -1.956
H -4.62634 -1.20303 1.87290 -5.911 3.456 0.471
H -3.63612 0.65620 -3.29748 -0.726 0.136 2.802
H 0.79798 -0.09750 0.92736 0.197 1.483 2.232
H -4.21177 1.26484 -1.80744 0.864 -1.788 -1.965
H -4.06367 -2.28230 1.10280 0.571 1.838 1.585
H -4.65429 -1.23758 -1.42247 0.268 0.407 -0.156
H -1.36577 -1.41975 -2.27542 0.558 -0.928 0.673
```
Forces are in eV/Å.

The frontier orbital gap comes out at 9.6550 eV. For the energy relative to the best compared isomer or geometry (same formula, charge and spin), the calculation gives 3.581 eV. The total energy is -32282.551 eV. The lowest unoccupied orbital energy is -2.269 eV. Its net charge is +1. The spin multiplicity is 1. The strongest force on any atom is 0.153 Eh/bohr. As for the HOMO energy: -11.92 eV.

Per-atom Löwdin charges, elementary charge units: -0.0347 -0.0411 -0.1358 -0.0410 0.0172 -0.0143 -0.0394 0.0191 -0.0092 -0.0598 -0.0959 0.1703 0.0135 -0.0119 -0.3541 -0.0406 -0.3315 0.0603 -0.0766 0.1064 0.1081 0.0788 0.0636 0.0045 0.1663 0.0163 -0.0211 -0.0101 0.1282 0.0223 0.0190 0.1352 -0.0109 0.1331 0.0299 0.0744 0.1598 0.0528 0.0101 0.0538 0.0687 0.0862 -0.0426 0.0748 -0.0504 0.0092 0.0738 -0.0535 0.1179 0.0726 0.0972 0.0886 0.0473 0.0954

=====

> Which formula does entry 1 have?

C32H58N3O2P2Ru